This record from OMol25 describes a gas-phase ion, C3H3N2O5P (charge -2) at a distorted geometry. The level of theory is the ωB97M-V functional and the def2-TZVPD basis.

Results
**Frontier orbital gap (alpha / beta)**: 3.96 / 6.55 eV
**E_HOMO (alpha / beta)**: 2.35 / -0.83 eV
**Max |F|**: 0.10049 hartree/bohr

```
! wB97M-V def2-TZVPD RIJCOSX def2/J DEFGRID3
* xyz -2 3
C 0.279 0.718 -1.366
C 1.344 0.901 0.826
C -0.816 0.127 1.047
N 1.414 0.955 -0.606
N 0.166 0.818 1.469
O -1.836 -2.397 1.105
O -1.798 -1.100 -1.098
O 0.340 0.889 -2.593
O 2.432 1.172 1.390
O 0.318 -2.198 -0.046
P -0.967 -1.564 0.254
H -1.752 0.409 1.700
H 2.225 1.554 -0.740
H -1.349 -0.284 -1.341
*
```


This record from OMol25 describes a molecular structure, C17H31F3NO7SiY at a distorted geometry. The level of theory is the ωB97M-V functional and the def2-TZVPD basis.

Results
**Energy relative to the best compared isomer or geometry (same formula, charge and spin)**: 143.4 kcal per mole
**Frontier orbital gap**: 1.16 eV
**E_HOMO**: -12.58 eV
**Max |F|**: 0.12128 hartree/bohr

```
! wB97M-V def2-TZVPD RIJCOSX def2/J DEFGRID3
* xyz 2 1
C 2.144 -3.417 0.199
C 3.260 -2.966 1.261
O 3.545 -4.084 2.164
C 4.658 -2.492 0.619
N 4.537 -1.819 -0.713
C 4.077 -0.392 -0.562
C 3.133 -0.001 -1.835
O 1.866 0.589 -1.471
C 2.008 1.847 -0.810
C 3.270 2.774 -1.104
O 3.464 3.215 -2.287
O 4.172 3.110 -0.095
C 1.853 1.766 0.831
O 0.669 0.906 0.910
C -0.278 1.469 -0.079
C -1.230 0.399 -0.860
C -2.393 -0.182 0.098
O -3.230 -1.032 -0.748
Si -4.637 -1.598 0.103
C -5.591 -2.726 -1.165
C -5.750 -0.120 0.579
C -4.066 -2.640 1.631
C 0.521 2.500 -1.059
C 0.332 4.076 -0.839
O -0.659 4.390 0.186
C -0.210 5.401 1.064
F 1.015 5.120 1.718
F -1.198 5.489 2.102
F -0.178 6.699 0.466
H 2.113 -4.560 0.015
H 2.171 -2.851 -0.795
H 1.113 -3.173 0.673
H 2.808 -2.136 1.905
H 3.313 -3.818 3.091
H 5.417 -3.362 0.625
H 5.110 -1.700 1.341
H 5.462 -1.859 -1.167
H 3.533 -0.355 0.441
H 5.015 0.265 -0.564
H 3.708 0.592 -2.651
H 2.879 -1.012 -2.342
H 1.558 2.725 1.380
H 2.797 1.428 1.377
H -1.061 1.934 0.646
H -0.579 -0.496 -1.181
H -1.736 0.876 -1.787
H -1.889 -0.851 0.893
H -2.985 0.664 0.616
H -6.587 -3.120 -0.741
H -4.897 -3.590 -1.488
H -5.740 -2.075 -2.106
H -5.199 0.566 1.331
H -6.761 -0.417 1.030
H -5.971 0.484 -0.386
H -4.960 -3.020 2.241
H -3.332 -2.028 2.262
H -3.443 -3.519 1.198
H 0.284 2.188 -2.131
H 1.326 4.654 -0.695
H -0.101 4.492 -1.830
Y -8.467 -3.205 -1.503
*
```


| no. | electronic energy (eV) |
| --- | --- |
| 1 | -25665.2056 |
| 2 | -50997.9126 |